Here is a molecular structure, C37H72F30N10O25S10 from OMol25. Energies are from ωB97M-V/def2-TZVPD.

ORCA input file:
```
! RIJCOSX wB97M-V def2-TZVPD def2/J DEFGRID3
* xyz 0 1
C -11.30 -1.22 -6.62
C -11.59 0.11 -5.83
C -11.17 1.29 -6.70
O -11.33 2.49 -5.89
C -10.79 3.65 -6.63
N -13.10 0.18 -5.46
H -13.56 1.07 -5.30
H -13.41 -0.31 -6.28
H -13.35 -0.34 -4.63
H -11.66 -2.05 -6.01
H -10.24 -1.42 -6.82
H -11.76 -1.28 -7.61
H -11.12 0.05 -4.84
H -11.62 1.38 -7.68
H -10.12 1.11 -6.91
H -11.43 4.53 -6.61
H -10.47 3.51 -7.66
H -9.95 3.99 -6.02
C -13.11 3.15 -2.22
C -13.59 4.33 -3.12
C -15.11 4.29 -3.36
O -15.50 5.60 -3.92
C -16.78 5.57 -4.54
N -13.07 5.64 -2.54
H -13.54 6.39 -3.04
H -13.38 5.67 -1.58
H -12.09 5.80 -2.69
H -13.75 2.97 -1.35
H -12.05 3.13 -1.96
H -13.23 2.19 -2.72
H -13.12 4.22 -4.10
H -15.72 4.04 -2.49
H -15.34 3.57 -4.15
H -17.23 6.55 -4.72
H -17.45 5.13 -3.80
H -16.80 4.91 -5.41
C -13.92 -8.82 -8.79
C -12.62 -8.09 -8.38
C -13.00 -6.93 -7.38
O -11.89 -6.25 -6.93
C -12.22 -5.03 -6.38
N -11.64 -9.04 -7.78
H -11.23 -8.65 -6.94
H -12.05 -9.93 -7.55
H -10.93 -9.19 -8.48
H -14.31 -9.42 -7.96
H -13.81 -9.34 -9.74
H -14.75 -8.17 -9.06
H -12.03 -7.70 -9.21
H -13.62 -7.25 -6.54
H -13.64 -6.30 -7.99
H -11.45 -4.59 -5.74
H -12.97 -5.27 -5.63
H -12.58 -4.27 -7.06
C -14.88 -5.43 -10.73
C -13.55 -4.66 -10.83
C -13.47 -3.58 -11.91
N -12.12 -2.96 -12.30
C -12.32 -1.71 -13.24
C -10.99 -0.96 -13.47
C -10.33 -0.44 -12.11
C -10.03 -1.65 -11.21
C -11.28 -2.64 -11.00
C -11.13 -3.99 -13.00
H -15.11 -5.88 -11.70
H -15.82 -4.89 -10.61
H -15.03 -6.22 -10.00
H -12.81 -5.45 -10.88
H -13.30 -4.22 -9.86
H -13.96 -2.66 -11.59
H -13.93 -3.93 -12.83
H -12.92 -1.12 -12.55
H -13.02 -2.01 -14.01
H -11.23 -0.19 -14.20
H -10.16 -1.48 -13.95
H -11.05 0.25 -11.65
H -9.44 0.16 -12.31
H -9.75 -1.28 -10.21
H -9.15 -2.20 -11.55
H -11.98 -2.24 -10.26
H -11.07 -3.60 -10.52
H -11.52 -4.19 -13.99
H -11.00 -4.91 -12.43
H -10.15 -3.54 -13.15
C -2.02 2.90 -7.35
O -3.30 3.38 -7.30
C -3.35 4.80 -7.00
C -4.72 5.11 -7.49
N -5.76 4.08 -7.24
H -6.46 4.06 -7.97
H -5.27 3.20 -7.40
C -6.36 4.08 -5.80
C -7.30 2.96 -5.44
O -6.57 1.70 -5.52
C -7.34 0.54 -5.22
H -2.23 1.85 -7.54
H -1.54 2.89 -6.37
H -1.51 3.44 -8.16
H -2.51 5.35 -7.43
H -3.26 5.01 -5.94
H -4.75 5.20 -8.58
H -4.98 6.15 -7.26
H -6.93 5.01 -5.81
H -5.53 4.19 -5.10
H -8.07 2.96 -6.20
H -7.72 3.09 -4.44
H -7.83 0.72 -4.26
H -6.71 -0.35 -5.22
H -8.11 0.40 -5.97
C -7.91 -4.14 -6.03
F -8.82 -3.45 -5.45
F -6.84 -3.47 -6.10
F -7.59 -5.23 -5.31
S -8.39 -4.59 -7.90
O -8.76 -5.97 -7.99
O -9.40 -3.65 -8.37
N -6.79 -4.45 -8.73
S -6.76 -2.95 -9.10
O -7.06 -2.71 -10.52
O -7.30 -1.94 -8.16
C -4.90 -2.51 -9.03
F -4.09 -3.46 -9.33
F -4.59 -1.39 -9.86
F -4.60 -2.14 -7.75
C -11.65 -2.42 -2.38
F -12.57 -3.26 -2.63
F -10.81 -3.02 -1.46
F -11.07 -2.20 -3.56
S -12.31 -0.70 -1.65
O -12.64 -0.91 -0.23
O -11.19 0.17 -1.96
N -13.68 -0.37 -2.66
S -14.83 -0.11 -1.71
O -15.32 -1.39 -1.17
O -14.64 1.00 -0.75
C -16.27 0.50 -2.87
F -17.13 1.25 -2.08
F -15.74 1.28 -3.85
F -16.89 -0.54 -3.43
C -9.26 5.57 -1.63
F -8.03 5.51 -0.97
F -9.54 4.39 -2.27
F -10.21 5.96 -0.81
S -9.14 6.90 -3.12
O -8.80 8.17 -2.52
O -8.13 6.36 -4.05
N -10.72 6.78 -3.77
S -10.51 7.83 -4.96
O -10.47 9.27 -4.53
O -9.61 7.35 -6.07
C -12.36 7.63 -5.88
F -12.28 8.05 -7.18
F -12.78 6.39 -5.72
F -13.21 8.42 -5.25
C -7.14 1.54 -9.51
F -5.85 1.78 -9.33
F -7.22 0.40 -10.22
F -7.78 1.35 -8.34
S -7.97 2.95 -10.47
O -7.46 2.73 -11.82
O -9.40 2.67 -10.26
N -7.28 4.34 -9.60
S -8.39 5.43 -9.74
O -8.82 5.69 -11.09
O -9.40 5.40 -8.75
C -7.52 7.04 -9.15
F -7.07 6.80 -7.95
F -6.53 7.48 -9.87
F -8.38 8.01 -8.92
C -15.56 2.10 -7.76
F -16.13 1.98 -6.60
F -16.24 2.90 -8.58
F -14.33 2.52 -7.58
S -15.49 0.47 -8.73
O -16.88 0.08 -9.04
O -14.69 0.67 -9.95
N -14.54 -0.53 -7.70
S -15.13 -1.90 -7.65
O -15.50 -2.36 -8.98
O -14.26 -2.77 -6.91
C -16.84 -1.71 -6.63
F -16.71 -2.47 -5.50
F -17.10 -0.39 -6.30
F -17.84 -2.18 -7.26
*
```

Values from the calculation:
HOMO level, eV: -9.28
E, hartree: -10858.84028

Löwdin atomic charge list, values in e, 2 entries:
1. C -0.02
2. C -0.22